No. 1
Density functional theory data (ωB97M-V/def2-TZVPD) for 2 unconnected molecules or ions with the total composition C2H8N2 in a non-equilibrium geometry.

lowest unoccupied orbital energy (alpha / beta)	0.84 / 0.83	eV
largest force on an atom	5.719	eV/A
orbital gap (alpha / beta)	8.56 / 8.58	eV
ΔE to the lowest compared entry with this formula, charge and spin	4.228	eV
HOMO (alpha / beta)	-7.7 / -7.7	eV
multiplicity	1
charge	0

Atoms and positions in Å:
C 0.083 -1.496 -0.842
C 0.163 0.292 1.290
N -0.136 1.522 -0.542
N 0.618 0.442 0.024
H -0.997 -1.205 -1.096
H 0.619 -1.549 -1.809
H 0.573 -2.160 -0.159
H 0.434 1.133 1.901
H -0.918 0.243 1.282
H 0.521 -0.538 1.777
H 0.140 1.912 -1.439
H -1.101 1.406 -0.387

No. 2
Density functional theory data (ωB97M-V/def2-TZVPD) for a single C6H12N2 molecule in a non-equilibrium geometry.

lowest unoccupied orbital energy	0.34	eV
largest force on an atom	5.972	eV/A
SMILES string	C=NC(=C)C[C@H](C)N
orbital gap	9.25	eV
ΔE to the lowest compared entry with this formula, charge and spin	3.645	eV
HOMO	-8.9	eV
multiplicity	1
charge	0

Atoms and positions in Å:
C 3.148 0.216 -0.870
N 2.264 0.439 0.024
C 0.899 0.921 -0.102
C 0.359 1.846 -0.985
C 0.053 0.194 0.848
C -0.933 -0.680 0.152
C -2.416 -0.207 0.542
N -0.879 -2.146 0.350
H 3.951 -0.526 -0.668
H 3.017 0.594 -1.893
H 0.933 2.176 -1.959
H -0.484 2.401 -0.865
H -0.495 0.990 1.556
H 0.709 -0.298 1.704
H -0.823 -0.532 -0.917
H -3.125 -0.236 -0.350
H -2.737 -0.965 1.125
H -2.227 0.828 0.931
H -1.258 -2.558 1.215
H 0.046 -2.457 0.161

No. 3
Density functional theory data (ωB97M-V/def2-TZVPD) for 2 unconnected molecules or ions with the total composition C5HCl2N3 in a non-equilibrium geometry.

lowest unoccupied orbital energy (alpha / beta)	-2.08 / -2.69	eV
largest force on an atom	2.545	eV/A
orbital gap (alpha / beta)	7.57 / 6.80	eV
ΔE to the lowest compared entry with this formula, charge and spin	3.056	eV
HOMO (alpha / beta)	-9.6 / -9.5	eV
multiplicity	1
charge	0

Atoms and positions in Å:
C -1.823 -0.300 -0.279
C 1.664 -0.818 0.117
C 1.404 1.434 -0.642
C -1.570 -0.003 1.037
C 1.250 0.075 -0.848
N -1.935 -0.552 -1.428
N 1.779 -1.452 1.085
N 1.515 2.549 -0.471
Cl -0.867 -1.341 1.867
Cl 0.305 -0.384 -2.176
H -1.722 0.793 1.738

No. 4
Density functional theory data (ωB97M-V/def2-TZVPD) for a molecular structure, C24H14ClCrFIN4O5 in a non-equilibrium geometry.

lowest unoccupied orbital energy (alpha / beta)	4.03 / 4.03	eV
expectation value of S²	0.771
largest force on an atom	1.263	eV/A
orbital gap (alpha / beta)	6.02 / 5.84	eV
ΔE to the lowest compared entry with this formula, charge and spin	0.557	eV
HOMO (alpha / beta)	-2.0 / -1.8	eV
multiplicity	2
charge	-2

Atoms and positions in Å:
Cr 0.773 1.212 -0.386
O -3.226 1.819 3.148
C -2.270 1.313 3.946
C -2.521 1.226 5.316
C -1.559 0.732 6.181
C -0.325 0.319 5.695
C -0.074 0.392 4.334
C -1.029 0.875 3.447
C -0.697 0.891 1.993
O 0.310 0.265 1.572
N -1.549 1.553 1.223
N -1.157 1.508 -0.102
C -2.111 1.597 -0.961
C -1.953 1.402 -2.372
C -2.998 1.741 -3.238
C -2.918 1.528 -4.598
C -1.756 0.945 -5.118
C -0.729 0.555 -4.290
C -0.788 0.736 -2.882
O 0.135 0.279 -2.126
H -2.793 1.896 2.235
H -3.484 1.560 5.686
H -1.774 0.675 7.242
H 0.431 -0.058 6.373
H 0.871 0.074 3.913
H -3.110 1.782 -0.567
H -3.894 2.185 -2.812
H -3.735 1.804 -5.254
H -1.663 0.806 -6.190
H 0.166 0.099 -4.696
Cl 4.401 -5.211 -0.550
C 3.828 -3.551 -0.559
C 4.746 -2.530 -0.504
C 4.308 -1.211 -0.505
I 5.704 0.355 -0.439
C 2.953 -0.824 -0.553
O 2.593 0.392 -0.563
C 2.012 -1.928 -0.605
N 0.723 -1.589 -0.649
C -0.195 -2.518 -0.703
C 0.119 -3.884 -0.741
C 1.436 -4.267 -0.703
C 2.445 -3.285 -0.620
H 5.802 -2.758 -0.466
H -1.225 -2.175 -0.716
H -0.668 -4.625 -0.809
H 1.716 -5.311 -0.741
O 1.197 4.540 -3.124
C 1.131 3.581 -2.394
N 1.069 2.642 -1.685
F 1.333 2.445 0.914

No. 5
Density functional theory data (ωB97M-V/def2-TZVPD) for 4 unconnected molecules or ions with the total composition C25H35IO5 in a non-equilibrium geometry.

lowest unoccupied orbital energy	-0.54	eV
largest force on an atom	3.642	eV/A
SMILES string	CC[C@@H](I)C1=CC(=O)c2ccccc2C1=O.C1CCOC1.C1CCOC1.C1CCOC1
orbital gap	8.50	eV
ΔE to the lowest compared entry with this formula, charge and spin	1.474	eV
HOMO	-9.0	eV
multiplicity	1
charge	0

Atoms and positions in Å:
C 2.947 -0.375 -1.878
C 2.118 -1.281 -0.861
C 1.341 -2.392 -1.736
I 2.081 -4.418 -1.485
C -0.179 -2.295 -1.327
C -0.644 -2.679 -0.106
C -2.150 -2.527 0.286
O -2.724 -3.320 0.991
C -2.844 -1.265 -0.328
C -3.896 -0.527 0.324
C -4.509 0.671 -0.286
C -3.969 1.079 -1.583
C -2.911 0.336 -2.282
C -2.348 -0.852 -1.663
C -1.238 -1.727 -2.334
O -1.220 -1.972 -3.514
H 3.342 -0.994 -2.724
H 2.268 0.449 -2.238
H 3.835 0.129 -1.390
H 2.755 -1.735 -0.064
H 1.403 -0.572 -0.355
H 1.420 -2.045 -2.798
H 0.095 -3.076 0.640
H -4.305 -0.832 1.313
H -5.330 1.212 0.226
H -4.404 2.001 -2.033
H -2.507 0.650 -3.266
C 5.408 -2.055 3.777
C 4.100 -1.905 4.529
C 3.312 -0.990 3.609
O 3.753 -1.262 2.271
C 4.939 -2.069 2.334
H 5.973 -2.946 4.050
H 6.041 -1.181 3.956
H 3.603 -2.877 4.604
H 4.215 -1.502 5.535
H 3.519 0.064 3.824
H 2.235 -1.154 3.679
H 4.671 -3.081 2.013
H 5.689 -1.673 1.646
C 6.585 3.595 0.022
C 6.874 3.539 -1.466
C 6.088 2.312 -1.891
O 4.958 2.217 -1.014
C 5.142 3.127 0.078
H 6.729 4.583 0.461
H 7.229 2.888 0.552
H 6.470 4.430 -1.956
H 7.935 3.470 -1.706
H 6.683 1.399 -1.774
H 5.745 2.372 -2.926
H 4.448 3.964 -0.061
H 4.899 2.626 1.017
C -9.700 0.964 0.324
C -9.504 0.144 -0.937
C -8.284 0.803 -1.554
O -7.493 1.308 -0.469
C -8.268 1.251 0.736
H -10.271 0.451 1.098
H -10.215 1.899 0.083
H -9.276 -0.893 -0.674
H -10.369 0.144 -1.601
H -8.567 1.651 -2.187
H -7.687 0.109 -2.149
H -7.865 0.443 1.357
H -8.168 2.192 1.282

No. 6
Density functional theory data (ωB97M-V/def2-TZVPD) for a molecular structure, C37H45AsN2OS3Si2Zr in a non-equilibrium geometry.

lowest unoccupied orbital energy	-6.34	eV
largest force on an atom	2.335	eV/A
orbital gap	6.31	eV
HOMO	-12.7	eV
multiplicity	1
charge	+2

Atoms and positions in Å:
Zr 0.780 0.320 1.189
S -2.597 -2.310 7.179
C -2.807 -1.102 8.361
C -2.551 0.151 7.882
C -2.171 0.147 6.535
C -2.141 -1.119 5.987
C -1.753 -1.526 4.668
C -1.173 -0.617 3.758
N -0.720 -0.931 2.556
C -0.844 -2.219 2.138
C -1.454 -3.203 2.956
C -1.584 -4.538 2.473
C -1.143 -4.883 1.245
C -0.493 -3.932 0.403
C 0.003 -4.276 -0.853
C 0.674 -3.330 -1.627
C 0.875 -2.063 -1.038
N 0.403 -1.704 0.142
C -0.313 -2.601 0.862
C 1.173 -3.636 -2.937
C 1.679 -2.779 -3.892
C 2.052 -3.431 -5.073
C 1.841 -4.779 -5.018
S 1.174 -5.274 -3.531
C -1.884 -2.842 4.230
H -3.119 -1.377 9.349
H -2.627 1.043 8.475
H -1.956 1.048 5.990
H -1.060 0.416 4.066
H -2.045 -5.264 3.122
H -1.240 -5.897 0.891
H -0.122 -5.288 -1.210
H 1.514 -1.339 -1.538
H 1.772 -1.717 -3.761
H 2.458 -2.929 -5.931
H 2.043 -5.507 -5.779
H -2.313 -3.587 4.881
O -0.090 0.967 -0.530
S 0.476 2.240 -1.176
C 1.312 1.659 -2.711
C 0.446 2.018 -3.912
C -0.419 3.206 -3.504
C -0.956 2.874 -2.124
H 1.461 0.586 -2.605
H 2.282 2.156 -2.734
H -0.197 1.177 -4.174
H 1.061 2.261 -4.777
H -1.235 3.371 -4.209
H 0.179 4.119 -3.461
H -1.677 2.056 -2.139
H -1.377 3.728 -1.599
C 0.933 2.157 2.411
C -0.100 3.001 1.754
C -1.421 2.533 1.629
C -2.403 3.318 1.050
C -2.096 4.586 0.576
C -0.794 5.056 0.672
C 0.193 4.271 1.240
H 0.583 1.880 3.427
H 1.856 2.741 2.528
H -1.702 1.557 2.039
H -3.417 2.950 0.980
H -2.873 5.209 0.162
H -0.551 6.048 0.326
H 1.194 4.665 1.340
C 6.270 1.647 0.485
Si 4.525 2.093 1.126
C 4.006 3.810 0.434
C 4.453 2.065 3.053
As 3.061 0.499 0.047
Si 3.572 -1.316 1.476
C 5.304 -1.468 2.271
C 3.345 -2.980 0.539
C 2.353 -1.337 2.994
H 7.056 2.262 0.911
H 6.301 1.764 -0.595
H 6.503 0.608 0.698
H 4.868 4.373 0.096
H 3.512 4.415 1.184
H 3.332 3.693 -0.414
H 4.108 3.012 3.456
H 5.443 1.898 3.465
H 3.797 1.283 3.433
H 6.072 -1.570 1.512
H 5.340 -2.365 2.885
H 5.559 -0.624 2.900
H 3.431 -2.830 -0.534
H 2.403 -3.470 0.756
H 4.132 -3.671 0.819
H 2.883 -1.581 3.913
H 1.598 -2.116 2.878
H 1.855 -0.364 3.158